[1]
Density functional theory data (ωB97M-V with the def2-TZVPD basis set) for a structure of composition C21H43N2P3SSeTb at a distorted geometry.

XYZ file:
```
72
Properties=species:S:1:pos:R:3:forces:R:3:mulliken_charge:R:1
Tb -0.09220 -1.05750 -0.90260 4.6 2.3 4.8 -0.10
P 2.00512 -0.26643 -2.50042 1.7 0.4 -1.0 1.30
P 1.07680 0.79719 1.09055 0.3 0.7 0.9 0.62
P -1.80190 1.29078 -1.10337 -0.9 1.0 0.0 1.19
H -0.94687 -3.53814 -2.01535 0.6 0.6 0.7 0.35
C -0.99510 -2.50670 -2.38919 -4.9 -0.7 -2.4 -0.76
C -1.99555 -1.62075 -1.96803 -2.0 -3.5 -3.6 -0.03
H -2.63871 -1.80894 -1.08681 0.5 0.0 0.0 0.30
C 3.31849 -1.53876 -2.35360 -0.2 -0.4 0.3 -1.39
C 2.97926 1.27601 -2.35300 -0.3 0.2 0.2 -1.36
C 1.64311 -0.33655 -4.29516 -0.5 0.0 0.0 -1.28
C 0.23772 0.84709 2.71476 -0.3 0.0 0.0 -0.99
C 2.74524 0.23172 1.59018 0.2 -0.3 -0.3 -0.90
C 1.43270 2.58208 0.83707 -0.1 0.0 -0.3 -1.50
C -3.36681 1.29658 -2.05777 0.1 -0.4 -0.1 -1.40
C -0.90297 2.62951 -1.97357 0.2 -0.1 -0.1 -1.24
C -2.42247 2.06253 0.43833 0.1 -0.1 0.1 -1.16
H -0.55525 -2.39062 -3.39126 -0.1 0.3 0.4 0.24
H -2.45524 -0.95065 -2.69929 0.6 0.2 0.3 0.35
H 2.89991 -2.46360 -1.93263 0.3 0.1 -0.2 0.32
H 4.11378 -1.18205 -1.68784 -0.2 -0.1 -0.1 0.36
H 3.73203 -1.74479 -3.34848 0.0 0.1 0.3 0.48
H 3.45888 1.33069 -1.36826 -0.1 0.0 -0.2 0.37
H 2.32004 2.14490 -2.46844 0.2 -0.1 0.0 0.36
H 3.75299 1.30715 -3.13164 -0.2 -0.1 0.2 0.47
H 0.81443 -1.03805 -4.47748 0.3 0.2 -0.2 0.26
H 2.54010 -0.68187 -4.83128 -0.4 0.2 0.1 0.49
H 1.35023 0.66167 -4.65329 0.0 -0.3 0.0 0.39
H 0.69561 1.62879 3.33599 -0.1 -0.2 -0.1 0.45
H 0.33469 -0.11912 3.21962 0.0 0.2 -0.1 0.24
H -0.82943 1.06129 2.58240 0.2 0.0 0.2 0.23
H 3.27543 1.06025 2.07624 -0.1 -0.3 -0.1 0.48
H 3.31068 -0.09362 0.70838 0.1 0.1 0.2 0.17
H 2.67625 -0.60877 2.28687 0.0 0.1 -0.1 0.27
H 2.04661 2.93117 1.68041 -0.2 -0.1 -0.2 0.56
H 0.50873 3.17205 0.79558 0.3 -0.1 0.0 0.46
H 1.99282 2.73052 -0.09572 -0.1 0.1 0.3 0.31
H -3.76626 2.31906 -2.07602 0.1 -0.3 0.0 0.55
H -4.10259 0.63055 -1.59238 0.1 0.1 -0.1 0.25
H -3.18376 0.96713 -3.08684 -0.2 0.2 0.1 0.49
H -1.63303 3.38712 -2.28510 0.3 -0.1 0.1 0.49
H -0.41568 2.21517 -2.86762 -0.1 0.2 0.1 0.29
H -0.13883 3.08691 -1.33601 -0.2 -0.1 -0.2 0.28
H -3.13016 2.85825 0.16303 0.3 -0.2 0.2 0.51
H -1.60391 2.48653 1.03366 -0.3 -0.1 -0.1 0.32
H -2.94783 1.29609 1.03014 0.1 0.3 -0.1 0.15
C -5.28955 -1.28551 1.42179 0.0 -1.2 -0.5 -0.06
C -5.79923 -2.40578 0.54894 1.2 0.7 -0.1 -0.75
C -6.17132 -1.89537 -0.80629 -0.8 0.7 -0.2 -0.46
C -6.56304 -0.59253 -0.97703 0.2 -1.4 -1.1 -0.44
C -6.47774 0.33955 0.08966 0.4 -0.2 2.1 -0.14
C -5.87767 -0.01723 1.29745 -0.5 1.2 -0.8 -0.52
Se -3.82833 -1.76873 2.34553 0.7 0.8 0.7 -0.15
H -4.93531 -3.10083 0.60877 -1.0 -0.2 -0.7 0.34
H -6.66759 -2.90408 1.01812 0.1 0.1 -0.1 0.37
H -6.24277 -2.61252 -1.62154 -0.2 0.1 0.1 0.49
H -6.97717 -0.24870 -1.93569 0.3 -0.3 0.4 0.47
H -6.85718 1.35292 -0.05252 0.1 -0.3 0.1 0.45
H -5.72330 0.70699 2.08999 0.0 0.1 -0.1 0.55
C 3.49778 -3.71042 1.63680 0.4 -0.1 0.0 -0.78
N 2.25392 -3.36939 2.32014 -0.7 0.3 -0.3 0.19
C 2.07818 -3.22886 3.68856 -0.2 0.1 -0.4 -0.25
C 0.78513 -2.87306 3.89427 0.2 0.0 -0.3 -0.51
N 0.18431 -2.79822 2.64449 0.4 -0.1 -0.7 0.45
C 1.09315 -3.11149 1.66748 0.4 -0.1 2.3 -0.06
S 0.91740 -3.37196 0.00000 -0.5 0.3 -0.5 -0.36
H 3.86042 -2.85748 1.04875 -0.1 -0.2 0.2 0.25
H 4.23838 -3.96758 2.39702 -0.1 0.0 -0.2 0.31
H 3.33698 -4.55806 0.96203 0.0 0.1 0.3 0.39
H 2.89120 -3.40872 4.37250 -0.1 0.0 0.1 0.49
H 0.25041 -2.68462 4.80832 -0.1 0.0 0.0 0.46
H -0.79177 -2.56008 2.46521 0.3 -0.3 0.1 0.00
```
Positions in Å, forces in eV/Å.

Computed properties:
- ΔE to the lowest compared entry with this formula, charge and spin: 1.376 eV
- Spin multiplicity: 7
- Energy: -151910.123 eV
- Gap between HOMO and LUMO (spin up / spin down): 3.8 / 4.0 eV
- Charge: +3
- Maximum force: 6.99 eV Å⁻¹

---

[2]
Density functional theory data (ωB97M-V with the def2-TZVPD basis set) for a cluster of 2 separate species, C21H43NO5 in total at a distorted geometry.

XYZ file:
```
70
Properties=species:S:1:pos:R:3:forces:R:3:mulliken_charge:R:1
C -1.15723 -0.76357 -0.77953 0.1 0.0 0.0 -0.88
O -1.15453 0.47048 -0.08373 0.1 0.0 -0.2 -0.32
C -0.28016 0.47591 1.02996 -0.1 0.0 0.2 -0.59
C -0.44631 1.75477 1.83894 0.1 0.1 0.0 -0.44
C -0.51288 3.04176 1.01088 -0.2 0.1 -0.1 0.48
C -0.89828 4.26836 1.85478 0.1 0.0 0.0 -1.06
C -0.03498 4.54924 3.09436 0.1 0.2 0.0 -0.53
C 1.18545 5.45731 2.85883 -0.1 -0.2 0.1 -1.17
C 2.35582 4.88314 2.05329 -0.1 0.0 -0.1 -0.21
C 3.03757 3.65616 2.66801 0.2 0.2 -0.2 -0.10
C 4.21339 3.16569 1.79498 -0.1 0.0 -0.1 -1.16
C 3.84757 2.06201 0.77388 0.2 0.2 -0.2 0.42
C 3.93974 2.58750 -0.67103 -0.2 -0.3 0.3 -1.00
C 3.67198 1.51552 -1.73395 0.2 -0.1 -0.4 0.16
O 4.62557 1.63515 -2.82655 -0.1 0.3 0.8 -0.46
C 4.12680 2.64504 -3.58453 -0.8 -1.6 0.4 0.62
O 4.76118 3.44836 -4.13345 1.3 1.6 -1.3 -0.49
O 2.78415 2.52998 -3.63951 -0.4 0.2 0.7 -0.38
C 2.35736 1.71845 -2.51320 0.2 -0.2 -0.4 -0.24
O 1.41691 2.37737 -1.75634 -0.3 -0.1 -0.1 -0.47
H -1.98954 -1.39502 -0.44337 0.1 0.0 -0.1 0.22
H -0.21509 -1.30781 -0.62441 -0.1 0.0 0.0 0.39
H -1.25787 -0.56292 -1.85141 -0.1 0.0 0.2 0.34
H -0.49850 -0.38997 1.67671 0.1 0.1 -0.1 0.37
H 0.76534 0.37628 0.69696 -0.1 0.0 -0.1 0.15
H -1.33919 1.69550 2.47541 0.1 -0.1 -0.2 0.41
H 0.41751 1.80054 2.51469 -0.2 -0.1 0.0 0.16
H -1.28593 2.91037 0.24384 0.1 0.0 0.1 0.51
H 0.42340 3.22027 0.46870 0.0 -0.2 0.2 -0.55
H -1.94269 4.14021 2.16926 0.1 0.0 0.0 0.42
H -0.88172 5.16453 1.21844 -0.1 -0.1 0.0 0.40
H 0.27573 3.61529 3.57568 0.0 0.1 0.0 0.32
H -0.65545 5.06909 3.83605 0.0 -0.1 -0.1 0.34
H 0.83763 6.36828 2.35300 0.1 -0.1 0.2 0.37
H 1.55958 5.75536 3.84846 0.0 0.1 -0.2 0.38
H 2.03255 4.64269 1.02972 0.0 0.1 0.1 -0.09
H 3.10968 5.67642 1.95959 -0.1 -0.1 -0.1 0.51
H 3.42547 3.92725 3.65789 -0.2 -0.1 0.0 0.38
H 2.30240 2.85274 2.78348 0.2 0.0 0.2 -0.04
H 4.58769 4.02628 1.22303 0.1 -0.1 0.2 0.48
H 5.04806 2.84447 2.42545 -0.2 -0.1 0.0 0.37
H 4.54636 1.21966 0.85413 -0.2 0.0 0.1 0.47
H 2.83668 1.68642 0.97592 0.1 0.0 -0.1 -0.57
H 4.95055 2.98059 -0.82749 -0.2 -0.1 -0.1 0.39
H 3.22344 3.40274 -0.79862 0.2 0.1 0.0 0.38
H 3.78369 0.49816 -1.35425 -0.1 0.1 0.1 0.52
H 1.98334 0.78862 -2.95583 -0.1 0.1 0.2 0.46
H 0.53658 2.28148 -2.14988 0.3 0.0 0.1 0.34
C -3.41498 -8.12659 -1.58689 0.0 0.0 0.0 -1.42
C -3.26968 -6.93111 -0.65749 0.0 0.0 0.0 -0.33
N -2.59846 -5.80243 -1.27952 0.0 0.0 0.0 0.10
C -2.19537 -4.77742 -0.33430 0.1 0.0 0.1 -0.65
C -3.29023 -4.01480 0.42168 0.0 0.1 0.0 -1.04
C -3.18502 -5.32802 -2.52241 0.0 0.0 -0.1 -0.70
C -4.65266 -4.88147 -2.50130 0.0 0.0 0.0 -0.95
H -2.44686 -8.41538 -1.99834 0.0 0.0 0.0 0.33
H -3.82005 -8.97511 -1.03410 0.0 0.0 0.0 0.43
H -4.09466 -7.92403 -2.41528 0.0 0.0 0.0 0.29
H -2.66343 -7.23041 0.20201 0.0 0.0 0.0 0.44
H -4.26313 -6.67129 -0.25829 0.0 0.0 0.0 0.26
H -1.56420 -4.05961 -0.86749 0.0 0.0 0.0 0.33
H -1.54086 -5.25618 0.40108 0.0 0.0 0.0 0.39
H -3.80736 -3.29945 -0.21744 0.0 0.0 0.0 0.18
H -2.84142 -3.45015 1.24212 0.0 0.0 0.0 0.39
H -4.03209 -4.68524 0.85659 0.0 0.0 0.0 0.36
H -3.07979 -6.12054 -3.26687 0.0 0.0 0.0 0.37
H -2.56106 -4.50783 -2.88757 0.0 0.0 0.0 0.33
H -5.28415 -5.58934 -1.96235 0.0 0.0 0.0 0.24
H -5.03141 -4.81995 -3.52336 0.0 0.0 0.0 0.37
H -4.78194 -3.89981 -2.04771 0.0 0.0 0.0 0.26
```
Positions in Å, forces in eV/Å.

Computed properties:
- SMILES: COCCCCCCCCCCC[C@@H]1OC(=O)O[C@@H]1O.CCN(CC)CC
- ΔE to the lowest compared entry with this formula, charge and spin: 0.000 eV
- Energy: -34201.630 eV
- Gap between HOMO and LUMO: 8.8 eV
- Charge: 0
- Maximum force: 2.43 eV Å⁻¹

---

[3]
Density functional theory data (ωB97M-V with the def2-TZVPD basis set) for a cluster of 4 separate species, C21H44BrCl2FN4O4S in total at a distorted geometry.

XYZ file:
```
78
Properties=species:S:1:pos:R:3:forces:R:3:mulliken_charge:R:1
C 1.12588 -3.56488 -0.46869 0.7 1.3 -0.4 -1.48
C 0.10606 -2.47914 -1.00141 0.5 -1.4 1.2 0.54
Cl 0.44832 -0.99194 0.03988 -0.4 -0.3 -0.9 -0.31
C -1.41201 -2.83441 -0.76068 0.6 0.6 0.0 -1.13
Cl -1.50123 -4.63703 -0.37513 -0.3 0.7 0.0 -0.16
C -2.39575 -2.39188 -1.92918 -0.5 -1.9 0.4 1.82
C -2.79485 -3.71073 -2.73127 -1.1 1.7 -1.4 -1.20
N -3.46484 -3.23018 -3.99088 0.3 -0.8 0.3 -0.50
C -3.67751 -1.74304 -1.28038 0.0 -0.8 -0.2 -1.12
C -4.48220 -2.72523 -0.35357 -1.0 0.7 0.0 -1.01
C -5.72019 -3.41470 -1.07047 0.9 -0.5 0.8 -0.50
S -7.35465 -2.74884 -0.52053 0.3 0.3 -0.1 -0.25
O -1.78091 -1.57128 -2.92424 -0.2 0.6 1.5 -0.31
C -1.61598 -0.22967 -2.53233 -0.1 0.9 -1.3 -0.62
Br 0.19849 0.30418 -3.22517 -0.3 -0.2 0.2 -0.18
C -2.63876 0.74928 -3.20546 0.4 0.3 0.8 -0.31
C -2.23276 2.24196 -2.93533 -1.3 -0.2 0.0 -0.48
C -3.45352 3.20074 -3.17263 2.0 0.2 0.0 -0.44
F -4.48551 2.98464 -2.25657 0.1 -0.3 -0.4 -0.35
H 2.12536 -3.06379 -0.54443 -0.7 -0.5 0.0 0.31
H 1.18292 -4.45093 -1.13044 -0.3 0.4 0.6 0.42
H 0.98260 -3.79776 0.60310 -0.1 -0.1 -0.7 0.41
H 0.38743 -2.30716 -2.05702 -0.6 0.5 0.7 0.35
H -1.75079 -2.33622 0.17466 0.4 -0.5 -0.6 0.57
H -3.54288 -4.32293 -2.19237 1.1 0.1 0.2 0.26
H -1.90224 -4.26828 -3.07666 -0.5 0.3 0.7 0.57
H -3.29912 -3.94784 -4.69423 -0.3 0.3 0.0 0.27
H -4.46914 -3.15919 -3.85662 0.1 -0.1 -0.1 0.21
H -3.42332 -0.85888 -0.64739 0.0 -0.5 -0.8 0.35
H -4.33708 -1.46732 -2.13584 0.4 0.2 0.7 0.66
H -3.86838 -3.48178 0.17613 -0.2 0.5 -0.6 0.14
H -4.93592 -2.09103 0.44805 0.5 -0.6 -0.5 0.53
H -5.70904 -4.47887 -0.72850 -0.3 0.8 -0.4 0.38
H -5.62971 -3.43657 -2.17546 -0.2 0.3 0.7 0.19
H -7.03899 -1.46044 -0.16882 0.2 -0.8 -0.4 0.13
H -1.56137 -0.05194 -1.44045 0.1 -0.3 -0.6 0.46
H -3.61080 0.59980 -2.67460 0.6 0.0 -0.6 0.18
H -2.76307 0.54144 -4.29195 0.2 0.0 0.8 0.28
H -1.43549 2.60818 -3.61214 -0.4 -0.4 0.5 0.38
H -1.89790 2.31472 -1.86997 -0.2 0.2 -0.8 0.32
H -3.06389 4.22641 -3.02602 -0.6 -0.5 -0.1 0.28
H -3.77973 3.10219 -4.22917 -0.3 0.0 0.8 0.31
C -0.59570 5.79535 -4.71942 0.3 0.2 0.0 0.08
O -1.66327 5.29058 -4.43292 0.0 0.1 0.1 -0.56
N 0.10318 6.63611 -3.92254 0.0 -0.2 -0.3 0.11
C 1.37363 7.20304 -4.32842 -0.2 0.0 0.3 -0.92
C -0.44009 6.97852 -2.62049 -0.2 -0.2 -0.1 -0.89
H -0.09894 5.59956 -5.68270 0.1 0.0 0.0 0.30
H 2.14701 6.90197 -3.61822 0.1 0.1 -0.1 0.34
H 1.29635 8.29258 -4.33894 0.2 0.0 0.0 0.34
H 1.65087 6.85691 -5.32322 -0.1 0.0 0.0 0.29
H -0.56974 6.06882 -2.03094 0.0 0.1 0.1 0.24
H -1.41573 7.45144 -2.74749 0.0 0.0 0.1 0.30
H 0.23026 7.65889 -2.09908 0.0 0.0 -0.1 0.37
C 4.73695 -2.76035 1.55928 -0.3 0.2 0.2 0.06
O 5.81728 -3.29975 1.68964 0.1 0.0 0.1 -0.61
N 3.99194 -2.25413 2.56942 0.1 -0.1 -0.4 0.20
C 2.70798 -1.62234 2.33633 0.4 -0.1 0.2 -0.53
C 4.49590 -2.34741 3.92808 0.0 -0.2 -0.1 -1.07
H 4.26397 -2.63683 0.57103 -0.1 0.0 0.0 0.26
H 2.74714 -0.58973 2.69227 -0.2 0.0 0.0 0.38
H 1.93544 -2.16695 2.88504 -0.1 0.1 -0.1 0.33
H 2.45982 -1.62446 1.27711 0.2 -0.1 0.2 -0.04
H 5.45522 -1.82967 3.99259 0.0 -0.1 0.1 0.27
H 4.64915 -3.39842 4.18361 0.1 0.1 0.1 0.31
H 3.79201 -1.89950 4.62555 0.1 0.0 -0.2 0.48
C 3.78242 0.49416 6.94785 0.2 0.2 0.2 0.11
O 3.50644 -0.42866 6.20872 0.0 -0.1 0.0 -0.58
N 4.97850 0.66852 7.55678 -0.4 0.1 -0.1 0.10
C 5.24101 1.79541 8.42903 0.2 -0.2 -0.1 -0.92
C 6.02917 -0.30691 7.32598 -0.2 -0.1 -0.2 -0.87
H 3.05555 1.28665 7.18713 0.0 0.1 0.0 0.25
H 6.07449 2.37651 8.02781 0.0 0.1 0.1 0.33
H 5.50161 1.42901 9.42456 0.0 0.2 0.0 0.33
H 4.36442 2.43747 8.50500 0.0 -0.1 0.0 0.29
H 6.25606 -0.35014 6.25912 0.1 -0.1 0.1 0.25
H 5.68645 -1.29215 7.64761 0.1 0.0 -0.1 0.29
H 6.92569 -0.03380 7.87904 -0.1 0.1 0.0 0.37
```
Positions in Å, forces in eV/Å.

Computed properties:
- SMILES: C[C@H](Cl)[C@H](Cl)[C@@](CN)(CCCS)O[C@@H](Br)CCCF.CN(C)C=O.CN(C)C=O.CN(C)C=O
- Energy: -145279.918 eV
- Gap between HOMO and LUMO: 9.3 eV
- Charge: 0
- Maximum force: 2.50 eV Å⁻¹

---

- The lowest maximum force belongs to which entry?
  C21H43NO5

---

- Which formula does entry 2 have?
  C21H43NO5

---

- maximum force of number 1 (C21H43N2P3SSeTb)?
  6.99 eV Å⁻¹

---

- maximum force of number 3 (C21H44BrCl2FN4O4S)?
  2.50 eV Å⁻¹